one:
{"formula": "C3H15NO3", "method": "ωB97M-V with the def2-TZVPD basis set", "smiles": "CN(C)C.O.O.O", "lumo_ev": 0.540, "homo_ev": -9.07, "gap_ev": 9.61, "elements": ["H", "H", "H", "H", "O", "H", "C", "C", "H", "H", "H", "H", "H", "C", "H", "H", "O", "N", "H", "O", "H", "H"], "positions_angstrom": [[-3.032, -0.031, 1.254], [-0.710, -2.017, -0.520], [0.124, -0.787, -1.535], [-1.481, -0.875, -1.856], [0.767, -0.324, 1.481], [-2.444, -1.679, 0.694], [-1.343, 1.215, -0.634], [-2.681, -0.627, 0.460], [4.187, 1.663, 0.054], [2.335, -0.679, 0.051], [-1.366, 1.755, 0.261], [0.271, -0.779, 2.182], [-2.334, 1.464, -1.102], [-0.860, -0.984, -1.014], [-3.360, -0.664, -0.460], [3.746, -1.224, -0.113], [3.205, -0.513, -0.292], [-1.340, -0.116, -0.099], [-0.517, 1.335, -1.276], [3.750, 2.284, 0.725], [0.103, -0.136, 0.843], [2.979, 1.720, 0.898]], "nbo_charge": [0.211, 0.204, 0.210, 0.167, -0.986, 0.208, -0.421, -0.408, 0.477, 0.494, 0.209, 0.469, 0.172, -0.428, 0.179, 0.468, -0.966, -0.473, 0.213, -0.950, 0.478, 0.473]}

***

two:
{"formula": "C3H15NO3", "method": "ωB97M-V with the def2-TZVPD basis set", "smiles": "CCNC.O.O.O", "lumo_ev": 0.871, "homo_ev": -9.00, "gap_ev": 9.87, "elements": ["H", "C", "H", "N", "O", "H", "H", "H", "H", "H", "O", "H", "H", "H", "H", "C", "H", "O", "H", "H", "C", "H"], "positions_angstrom": [[-1.301, -2.602, -0.193], [-1.318, -0.631, 0.629], [1.732, -1.908, -2.395], [-0.489, -0.076, -0.449], [3.998, 4.566, 3.661], [-2.358, -0.512, 0.291], [-1.744, -2.572, 1.531], [-2.528, -2.138, -2.696], [-0.236, 1.778, 0.656], [0.322, 1.775, -0.927], [0.837, -1.568, -2.328], [0.630, -1.392, -1.380], [-1.595, -1.051, -2.924], [-1.270, 0.003, 1.508], [3.703, 5.408, 3.309], [-1.130, -2.129, 0.768], [-1.071, 0.115, -1.247], [-2.524, -1.171, -2.659], [4.946, 4.506, 3.558], [1.208, 0.810, 0.369], [0.263, 1.122, -0.076], [-0.077, -2.331, 0.993]], "nbo_charge": [0.209, -0.227, 0.469, -0.663, -0.943, 0.189, 0.211, 0.469, 0.169, 0.204, -0.996, 0.501, 0.479, 0.188, 0.471, -0.611, 0.376, -0.944, 0.471, 0.191, -0.410, 0.196]}

***

Computed energies relative to the best structure, in eV: one 1.192; two 0.000

***

one:
{"formula": "C9H19N3O3", "method": "ωB97M-V with the def2-TZVPD basis set", "lumo_ev": 0.411, "homo_ev": -9.36, "gap_ev": 9.77, "elements": ["H", "C", "O", "C", "H", "O", "H", "H", "C", "H", "H", "H", "H", "H", "H", "C", "O", "H", "N", "H", "N", "H", "H", "H", "N", "C", "H", "C", "H", "C", "C", "H", "C", "H"], "positions_angstrom": [[-2.794, 3.051, -0.652], [0.486, -0.531, 0.082], [-0.973, 1.771, -1.735], [-3.418, 2.844, 1.399], [2.004, -4.034, 1.115], [0.117, 4.061, -0.134], [-0.258, -0.305, 1.187], [-2.740, 2.632, 2.303], [-1.110, 1.048, -0.779], [-0.108, -0.139, -2.709], [3.735, -3.999, 0.998], [-1.407, -1.368, -2.574], [-4.153, 3.774, 1.442], [-1.391, -0.992, -0.042], [2.682, -1.581, 1.718], [2.665, -1.956, 0.793], [-1.032, 4.934, 1.585], [3.573, -1.242, 0.484], [-1.586, 1.650, 0.392], [1.364, 0.234, -0.171], [-0.501, -0.942, -2.141], [-1.502, 0.977, 1.268], [0.067, 3.436, -1.050], [0.503, -2.730, 0.141], [2.670, -4.208, -0.934], [-0.671, -0.468, -0.791], [-4.036, 2.015, 1.112], [-1.041, 4.246, 0.673], [3.395, -3.768, -1.415], [1.364, -1.902, -0.002], [2.804, -3.505, 0.481], [1.881, -1.937, -1.159], [-2.287, 3.094, 0.430], [1.700, -4.158, -1.317]], "nbo_charge": [0.237, -0.348, -0.675, -0.635, 0.192, -0.750, 0.160, 0.217, 0.693, 0.396, 0.199, 0.385, 0.233, 0.208, 0.216, -0.452, -0.527, 0.202, -0.678, 0.210, -0.860, 0.396, 0.538, 0.211, -0.833, -0.175, 0.228, 0.832, 0.355, -0.422, -0.242, 0.244, -0.130, 0.373]}

***

two:
{"formula": "C9H19N3O3", "method": "ωB97M-V with the def2-TZVPD basis set", "smiles": "C[C@H](N)C(=O)N[C@@H](CCCCN)C(=O)O", "lumo_ev": 0.373, "homo_ev": -9.50, "gap_ev": 9.87, "elements": ["H", "O", "H", "C", "C", "H", "H", "H", "N", "H", "N", "O", "H", "C", "C", "H", "H", "N", "H", "H", "H", "H", "C", "C", "C", "H", "H", "C", "H", "O", "H", "C", "H", "H"], "positions_angstrom": [[-3.270, -2.661, 0.856], [-0.621, 2.653, -1.167], [3.578, 0.162, 0.786], [3.937, -1.305, -0.736], [3.060, -0.660, 0.287], [-1.562, 0.852, -1.020], [0.591, -0.434, 1.554], [5.100, -2.617, 0.258], [5.234, -1.857, -0.368], [3.365, -2.086, -1.237], [-1.268, 0.427, -0.165], [0.875, 3.271, 0.313], [-4.678, -0.229, 0.509], [0.976, 0.425, 0.989], [-0.051, 2.414, -0.132], [2.792, -1.386, 1.045], [5.848, -1.186, 0.113], [-3.467, -2.570, -0.189], [-2.707, -1.218, -1.616], [-2.819, -3.226, -0.603], [1.239, 2.952, 1.192], [1.146, -0.730, -0.941], [1.769, -0.055, -0.232], [-1.947, -0.658, 0.364], [-3.039, -1.233, -0.571], [1.660, 0.932, 1.683], [-0.774, 1.446, 1.602], [-4.198, -0.238, -0.491], [-3.922, 0.763, -0.678], [-1.655, -1.190, 1.397], [1.952, 0.827, -0.860], [-0.330, 1.160, 0.653], [-5.009, -0.512, -1.178], [4.117, -0.616, -1.543]], "nbo_charge": [0.378, -0.583, 0.189, -0.216, -0.411, 0.434, 0.249, 0.348, -0.821, 0.185, -0.638, -0.655, 0.212, -0.417, 0.788, 0.196, 0.352, -0.820, 0.202, 0.356, 0.488, 0.216, -0.404, 0.687, -0.148, 0.200, 0.226, -0.610, 0.206, -0.629, 0.199, -0.164, 0.222, 0.183]}

***

Computed energies relative to the best structure, in eV: one 7.153; two 0.000

***

one:
{"formula": "C3H3BrO2", "method": "ωB97M-V with the def2-TZVPD basis set", "lumo_ev": [-0.396, -0.899], "homo_ev": [-8.49, -8.17], "gap_ev": [8.10, 7.27], "elements": ["O", "C", "H", "C", "C", "Br", "H", "H", "O"], "positions_angstrom": [[-1.211, -1.503, -0.026], [1.511, -0.283, 0.090], [1.194, -1.308, 0.220], [-1.491, -0.316, -0.051], [-0.583, 0.781, -0.023], [3.335, 0.085, -0.004], [-2.541, 0.029, -0.124], [-0.949, 1.792, -0.074], [0.735, 0.722, -0.008]], "nbo_charge": [-0.588, 0.085, 0.234, 0.274, -0.071, 0.092, 0.121, 0.189, -0.337]}

***

two:
{"formula": "C3H3BrO2", "method": "ωB97M-V with the def2-TZVPD basis set", "smiles": "C#CC(=O)O.Br", "lumo_ev": 0.081, "homo_ev": -10.45, "gap_ev": 10.53, "elements": ["O", "C", "H", "C", "C", "O", "H", "Br", "H"], "positions_angstrom": [[0.846, -0.212, -0.666], [-2.188, 1.351, 0.046], [-0.023, -2.297, 0.108], [-0.201, -0.395, -0.145], [-1.214, 0.620, 0.065], [-0.565, -1.577, 0.397], [-2.921, 2.072, 0.283], [4.014, 0.052, -0.283], [2.686, 0.562, 0.047]], "nbo_charge": [-0.556, -0.116, 0.503, 0.741, -0.141, -0.666, 0.241, -0.235, 0.230]}

***

Computed energies relative to the best structure, in eV: one 1.375; two 0.000